Entry 1:
{"formula": "C6H9B", "method": "wB97M-V/def2-TZVPD", "charge": 0, "e_above_lowest_kcal_mol": 74.95, "lumo_energy_ev": [0.1, 0.4], "multiplicity": 1, "total_energy_ha": -258.69992, "symbols": ["C", "C", "C", "C", "C", "C", "B", "H", "H", "H", "H", "H", "H", "H", "H", "H"], "positions_angstrom": [[-1.288913, 1.017424, 0.087212], [0.195399, -1.017145, 0.128680], [1.428157, 0.730576, 0.068610], [1.036859, -0.355689, -0.980916], [1.033385, -0.246942, 1.107728], [-1.257939, -0.541596, 0.041496], [0.117477, 1.619005, -0.170176], [-1.854471, -0.956115, 0.859130], [0.508570, -0.037465, -1.880433], [0.892810, -0.123375, 2.167082], [1.903523, -0.948418, -1.265134], [-1.614768, 1.334482, 1.086096], [-2.069800, 1.375646, -0.591805], [0.234618, -2.107602, 0.193501], [-1.692812, -0.902328, -0.896588], [2.427911, 1.159545, 0.045520]], "atomic_forces_ev_per_a": [[-0.4, -0.3, -0.2], [-0.3, -0.5, 0.0], [0.4, 0.7, 0.1], [0.0, -0.3, -0.2], [-0.6, 0.4, -0.3], [0.1, 0.0, 0.1], [0.6, -0.5, 0.4], [0.0, 0.0, -0.1], [-0.1, 0.0, -0.1], [0.1, 0.0, 0.3], [0.0, 0.0, 0.0], [0.1, 0.1, 0.0], [0.2, 0.2, 0.1], [0.0, 0.0, 0.0], [0.0, 0.0, 0.1], [-0.2, 0.2, -0.1]], "nbo_charge": [-0.894, -0.276, -0.634, -0.385, -0.127, -0.376, 0.719, 0.208, 0.201, 0.184, 0.229, 0.259, 0.245, 0.217, 0.202, 0.229]}



Entry 2:
{"formula": "C36H29N3O2PPd", "method": "wB97M-V/def2-TZVPD", "charge": -1, "e_above_lowest_kcal_mol": 19.36, "lumo_energy_ev": [2.8, 2.8], "multiplicity": 1, "total_energy_ha": -2173.22423, "symbols": ["Pd", "P", "O", "O", "N", "N", "N", "C", "C", "C", "C", "C", "C", "C", "C", "C", "C", "C", "C", "C", "C", "C", "C", "C", "C", "C", "C", "C", "C", "C", "C", "C", "C", "C", "C", "C", "C", "C", "C", "C", "C", "C", "C", "H", "H", "H", "H", "H", "H", "H", "H", "H", "H", "H", "H", "H", "H", "H", "H", "H", "H", "H", "H", "H", "H", "H", "H", "H", "H", "H", "H", "H"], "positions_angstrom": [[-0.113813, 0.782154, -0.475798], [-0.035986, -1.420670, -0.074586], [-2.173584, 0.730505, -0.865818], [-3.249833, -0.034576, -2.639804], [0.281610, 2.657805, 0.387434], [1.174467, 1.775808, -1.870684], [-1.752517, 1.441499, 2.254493], [-3.584341, -2.620955, -1.576946], [2.705350, 1.654437, -3.710523], [3.302311, 2.883350, -1.725971], [0.783255, -1.702857, 1.469703], [1.543646, -2.819939, 1.749599], [-0.322251, 3.224768, 1.460582], [0.785335, -2.614759, -2.512438], [2.573129, -1.750820, -1.166513], [1.437910, 1.373964, -3.107618], [-2.921227, 1.056562, 2.778689], [-1.646415, 2.726078, 1.882056], [-3.616480, -3.921997, -1.105612], [3.074456, -2.978524, -3.185330], [1.376522, -0.753944, 3.626542], [1.201420, -2.005879, -1.359483], [-2.673430, -0.239699, -1.581710], [0.166036, 4.371756, 2.067996], [0.411350, 0.596194, -3.887039], [1.434728, 3.235900, -0.045666], [2.182058, -2.950144, 2.973966], [-2.572726, -1.714256, -1.090266], [0.728670, -0.666208, 2.388386], [1.982928, 4.375076, 0.580777], [2.011070, 2.663016, -1.214052], [-2.750068, 3.658987, 1.955125], [-4.079413, 1.877644, 2.779006], [1.721327, -3.216652, -3.360065], [2.243249, -1.815199, 3.846248], [3.490807, -2.293622, -2.044250], [-2.735485, -4.345043, -0.109515], [-1.601982, -2.200421, -0.238336], [-3.045817, -0.267640, 3.484633], [-3.999441, 3.197246, 2.363329], [1.329909, 4.952688, 1.643183], [3.669170, 2.336841, -2.955950], [-1.771318, -3.466881, 0.391461], [-4.377704, -4.559286, -1.479046], [4.681452, 2.475403, -3.364472], [2.814295, -3.833325, 3.090441], [-2.134970, -0.407159, 4.055620], [0.117794, 0.163204, 2.059251], [1.783034, 5.826578, 2.155025], [1.333644, -3.806517, -4.132162], [4.575341, -2.176177, -1.933925], [-4.960883, 1.412762, 3.184012], [-2.648691, 4.671466, 1.547282], [-1.192132, -3.685576, 1.309644], [-3.147427, -1.030415, 2.710895], [2.879618, 4.768799, 0.120264], [2.990809, 1.184267, -4.656101], [0.156993, 1.261129, -4.745302], [-4.270473, -2.167823, -2.286074], [-0.409251, 4.790616, 2.863750], [-0.513139, 0.430958, -3.375133], [-4.818414, 3.876242, 2.502099], [-2.944773, -5.263360, 0.392739], [-3.907477, -0.382746, 4.163842], [-0.243911, -2.524113, -2.842361], [1.601644, -3.614263, 1.007101], [3.778863, -3.286090, -3.936299], [1.164995, 0.008042, 4.363614], [2.927463, -1.796894, 4.740306], [4.016646, 3.351003, -1.042963], [2.924720, -1.152000, -0.326305], [0.857322, -0.306326, -4.324976]], "atomic_forces_ev_per_a": [[-0.2, -1.5, -0.1], [1.9, 4.0, -1.8], [-2.4, -2.1, -0.7], [-0.7, -0.7, -0.9], [0.8, 0.3, 1.5], [0.1, 1.2, 0.3], [-0.5, 0.6, 0.8], [1.3, 1.1, 1.0], [-0.6, -0.5, 1.0], [-0.1, -0.2, 0.7], [0.4, -0.4, 0.5], [-0.4, -0.9, 0.5], [0.2, 0.9, -1.0], [0.2, -0.6, -0.8], [0.0, -0.6, 0.4], [2.0, -0.1, -0.8], [-1.4, 1.1, 0.0], [-1.8, 0.4, 0.2], [0.3, 1.1, -0.3], [-0.6, -0.4, 0.4], [-0.1, 0.0, -0.9], [-0.6, 0.3, 1.6], [1.3, 2.0, 1.0], [-1.0, -0.7, 0.2], [0.7, 1.0, -1.3], [-0.3, 0.9, 1.0], [1.4, 1.3, -0.1], [-1.0, -0.1, -1.1], [-0.4, -0.4, 0.5], [-0.2, -0.6, -0.8], [0.4, -1.4, -2.3], [0.9, -1.0, -0.7], [1.2, -0.5, 0.1], [0.0, 1.4, 0.8], [0.0, -1.4, 0.7], [0.6, 0.4, -0.7], [0.1, 1.2, 0.9], [0.0, -1.9, 0.9], [0.2, -0.2, -0.5], [1.1, -0.5, 0.4], [1.7, 0.9, 0.0], [-0.2, 0.3, -0.1], [-0.6, -0.2, -0.5], [-0.5, -0.7, -0.2], [-0.5, -0.1, 0.3], [-0.1, 0.3, 0.4], [0.2, -0.4, 0.0], [0.0, 0.3, 0.5], [-0.5, -0.6, -0.4], [-0.2, -0.6, -1.4], [-0.5, 0.3, 0.2], [-0.4, 0.3, 0.0], [0.2, -0.4, 0.4], [-0.1, -0.2, -0.9], [0.3, -0.3, 0.1], [0.0, 0.3, 0.3], [-0.3, 0.4, 0.2], [0.0, -0.5, 0.3], [-0.1, -0.4, 0.0], [-0.2, 0.2, 0.5], [-0.4, -0.3, 0.6], [-0.4, 0.2, -0.3], [0.2, -0.7, 0.2], [0.3, 0.5, -0.4], [-0.2, -0.6, 0.4], [0.0, 0.0, 0.2], [0.3, -0.4, 0.0], [0.5, 0.2, 0.0], [-1.0, -0.3, -0.9], [0.0, 0.1, -0.6], [-0.2, -0.2, 0.0], [-0.3, 0.1, 0.3]], "mulliken_charge": [0.195, 1.845, -0.791, -0.768, 0.224, -0.002, 0.229, -0.709, -0.644, -0.662, -0.568, 0.008, 0.407, -0.324, -0.223, 1.198, 0.813, 0.361, -0.618, -0.421, -0.520, 0.236, 0.084, -0.751, -1.474, 0.353, -0.674, 0.398, 0.076, -0.853, 0.492, -1.036, -0.798, -0.900, -0.628, -0.803, -0.632, 0.383, -1.249, -0.603, -0.756, -0.587, -0.627, 0.415, 0.353, 0.344, 0.240, 0.112, 0.328, 0.447, 0.318, 0.370, 0.410, 0.298, 0.139, 0.319, 0.363, 0.470, 0.479, 0.532, 0.066, 0.434, 0.387, 0.479, 0.409, 0.447, 0.406, 0.430, 0.298, 0.301, 0.468, 0.256]}